No. 1
{
  "formula": "C4H6OS2",
  "method": "ωB97M-V/def2-TZVPD",
  "gap_ev": [6.04, 6.04],
  "energy_ev": -27958.123,
  "spin_multiplicity": 1,
  "e_above_lowest_kcal_mol": 118.9,
  "species": ["H", "H", "C", "O", "H", "C", "H", "S", "C", "S", "H", "H", "C"],
  "coordinates": [[1.578, -1.608, -0.482], [1.526, 1.028, 1.195], [-1.581, 0.033, 0.242], [-0.945, 1.154, 0.404], [1.256, -1.277, 1.150], [1.050, -0.886, 0.235], [0.291, 1.305, -1.591], [-0.633, -1.343, -0.337], [0.406, 1.493, -0.497], [-3.299, -0.048, 0.396], [2.371, 0.834, -0.553], [-3.476, -1.323, -0.292], [1.456, 0.638, 0.131]],
  "atomic_forces_ev_per_a": [[-0.2, 1.3, 0.8], [0.7, -0.7, -1.2], [2.8, 1.1, -1.4], [-1.5, -1.5, -0.1], [0.0, -1.0, 2.9], [0.5, 0.0, -4.3], [-1.0, -0.8, 0.8], [-0.6, 0.5, 0.9], [0.5, 0.9, -0.1], [-0.4, -1.6, -0.9], [-1.2, -0.5, 1.6], [0.5, 1.9, 1.2], [-0.3, 0.5, -0.1]],
  "lowdin_charge": [0.08, 0.11, -1.03, -0.20, 0.02, -0.42, 0.04, 0.91, -0.13, 0.83, 0.13, -0.04, -0.31]
}


No. 2
{
  "formula": "C4H6OS2",
  "method": "ωB97M-V/def2-TZVPD",
  "gap_ev": 8.65,
  "energy_ev": -27961.560,
  "spin_multiplicity": 1,
  "e_above_lowest_kcal_mol": 39.6,
  "smiles": "O[C@@H](C=S)[C@@H]1CS1",
  "species": ["S", "H", "C", "O", "H", "H", "H", "C", "S", "C", "H", "H", "C"],
  "coordinates": [[-2.851, -1.041, -0.481], [-1.693, -1.002, 1.552], [-1.741, -0.539, 0.555], [-0.847, 1.042, -1.006], [-0.648, 1.197, 1.048], [2.830, 0.460, -0.110], [1.576, 0.731, -1.365], [-0.620, 0.441, 0.277], [1.429, -1.610, -0.462], [0.805, -0.094, 0.507], [-1.208, 0.279, -1.545], [1.113, -0.031, 1.513], [1.856, 0.167, -0.482]],
  "atomic_forces_ev_per_a": [[0.0, 0.1, -0.1], [-0.1, 0.3, -0.2], [0.8, -0.7, 0.8], [0.3, -1.6, 0.4], [-0.5, 0.7, 0.1], [0.1, -0.3, 0.1], [-0.1, -0.3, 0.0], [-0.3, 0.1, -1.3], [-0.4, 1.3, 0.7], [-0.4, -1.0, -1.8], [0.3, 1.2, 0.5], [0.3, -0.4, 1.1], [0.1, 0.4, -0.3]],
  "lowdin_charge": [0.78, 0.07, -0.60, -0.09, 0.14, 0.07, 0.07, -0.46, 0.79, -0.48, 0.05, 0.09, -0.45]
}


No. 3
{
  "formula": "C4H6OS2",
  "method": "ωB97M-V/def2-TZVPD",
  "gap_ev": 9.03,
  "energy_ev": -27959.692,
  "spin_multiplicity": 1,
  "e_above_lowest_kcal_mol": 82.7,
  "smiles": "S[C@@H]1[C@H]2OCS[C@@H]12",
  "species": ["H", "C", "H", "H", "C", "S", "S", "C", "O", "H", "H", "H", "C"],
  "coordinates": [[1.087, -0.423, -1.494], [0.012, -0.833, 0.582], [3.146, -1.449, -0.966], [0.388, -1.475, 1.472], [-1.989, 0.550, -0.023], [-1.544, -1.199, -0.233], [2.849, -0.163, -0.096], [1.092, -0.197, -0.363], [-0.804, 1.152, -0.481], [-2.286, 1.104, 1.001], [-2.848, 0.792, -0.732], [0.718, 1.496, 0.986], [0.180, 0.644, 0.347]],
  "atomic_forces_ev_per_a": [[-1.3, 0.7, 2.0], [1.6, -0.8, 0.7], [-0.6, 2.9, 2.0], [-0.9, 1.6, -1.5], [-2.1, 1.9, -0.2], [-0.5, -0.3, 1.2], [1.0, -2.8, -1.0], [1.3, -2.9, -3.2], [-0.9, 0.9, 0.3], [0.6, -2.1, -1.7], [1.2, -0.3, 0.7], [-1.6, -2.2, -0.6], [2.3, 3.4, 1.1]],
  "lowdin_charge": [0.12, -0.47, 0.00, 0.14, -0.48, 0.91, 0.67, -0.71, -0.17, 0.15, 0.10, 0.20, -0.46]
}


No. 4
{
  "formula": "C4H6OS3",
  "method": "ωB97M-V/def2-TZVPD",
  "gap_ev": 8.08,
  "energy_ev": -38791.966,
  "spin_multiplicity": 1,
  "e_above_lowest_kcal_mol": 141.5,
  "species": ["O", "H", "C", "C", "S", "H", "H", "H", "H", "C", "H", "S", "S", "C"],
  "coordinates": [[-0.675, -1.347, 1.628], [-2.650, 1.040, 0.637], [-0.346, 0.911, 1.177], [0.257, -0.425, 1.030], [-1.120, -0.115, -1.233], [1.373, -0.307, 1.491], [-0.927, 1.105, 2.168], [-1.607, 2.236, -0.427], [-1.161, -2.474, 1.020], [-1.467, 1.155, 0.062], [2.509, 1.385, 0.956], [1.316, -1.813, -1.423], [0.797, 2.166, 0.800], [0.218, -0.976, -0.464]],
  "atomic_forces_ev_per_a": [[-1.8, -4.1, -0.5], [3.5, -0.2, -1.8], [-3.0, 1.7, 0.1], [1.3, -3.2, -0.8], [-0.2, 0.2, 0.3], [-2.6, -1.3, -0.9], [1.6, -0.8, -1.3], [1.0, -2.4, 1.1], [2.8, 5.1, 2.0], [-3.5, 0.3, 1.1], [-3.8, 1.4, -0.1], [-1.5, 0.6, 1.9], [4.8, 0.2, -0.1], [1.3, 2.4, -1.0]],
  "lowdin_charge": [-0.19, 0.16, -0.83, -0.55, 0.85, 0.14, 0.14, 0.09, 0.34, -0.51, 0.12, 0.59, 0.70, -1.05]
}


No. 5
{
  "formula": "C4H6OSi",
  "method": "ωB97M-V/def2-TZVPD",
  "gap_ev": [6.36, 6.36],
  "energy_ev": -14162.778,
  "spin_multiplicity": 1,
  "e_above_lowest_kcal_mol": 159.5,
  "species": ["Si", "H", "H", "H", "O", "H", "C", "H", "C", "C", "C", "H"],
  "coordinates": [[-1.806, -0.663, -0.026], [2.152, -0.575, -1.032], [-1.826, -0.973, 1.507], [2.723, 0.860, -0.026], [-0.124, -0.900, -0.107], [-2.337, 2.014, 0.104], [0.670, 0.114, 0.023], [-2.564, -1.678, -0.745], [0.296, 1.492, -0.013], [-1.718, 1.156, -0.290], [2.135, -0.148, -0.134], [2.398, -0.698, 0.739]],
  "atomic_forces_ev_per_a": [[0.9, 1.0, 2.2], [1.1, -2.1, -3.6], [-0.6, 0.4, -1.2], [-1.2, -1.9, -0.7], [0.2, -2.1, -0.5], [0.6, -1.0, -1.1], [-0.4, 2.6, -1.3], [0.1, 0.0, -0.4], [-4.8, -1.0, -0.5], [3.5, 1.3, 2.4], [-0.3, 4.2, 4.6], [0.8, -1.2, 0.2]],
  "lowdin_charge": [0.56, 0.04, 0.02, 0.13, -0.22, 0.00, -0.57, -0.05, 0.10, -0.06, -0.03, 0.08]
}


No. 6
{
  "formula": "C4H6OV",
  "method": "ωB97M-V/def2-TZVPD",
  "gap_ev": [7.51, 7.94],
  "energy_ev": -31956.045,
  "spin_multiplicity": 4,
  "charge": 2,
  "e_above_lowest_kcal_mol": 0.0,
  "species": ["C", "H", "O", "H", "H", "C", "C", "H", "V", "H", "H", "C"],
  "coordinates": [[0.841, -1.011, -1.024], [1.500, -1.654, -0.429], [-1.139, 0.246, 1.871], [0.928, -1.249, -2.091], [1.496, 0.976, -1.573], [-0.937, 0.278, 0.606], [1.066, 0.393, -0.755], [-0.330, -1.111, -0.221], [-2.187, -0.416, 3.065], [0.425, 1.997, 0.539], [-1.816, 0.497, -0.048], [0.152, 1.055, 0.059]],
  "atomic_forces_ev_per_a": [[-0.4, 0.4, 1.6], [-0.5, -0.3, 0.1], [1.4, 0.6, -1.1], [-0.6, -0.3, 0.3], [0.9, 0.1, 0.6], [0.1, 1.9, -2.2], [-3.3, 1.8, -1.3], [1.5, 0.1, -1.4], [-2.2, -1.1, 2.8], [-0.3, 0.0, -0.1], [0.0, -1.6, 0.1], [3.4, -1.4, 0.5]],
  "lowdin_charge": [0.06, 0.12, -0.20, 0.12, 0.15, -0.22, -0.04, 0.19, 1.48, 0.15, 0.19, 0.00]
}


No. 7
{
  "formula": "C4H6P2",
  "method": "ωB97M-V/def2-TZVPD",
  "gap_ev": 8.49,
  "energy_ev": -22820.967,
  "spin_multiplicity": 1,
  "e_above_lowest_kcal_mol": 0.7,
  "species": ["C", "P", "P", "H", "H", "C", "H", "H", "C", "H", "C", "H"],
  "coordinates": [[-0.108, 0.646, 0.564], [0.806, -1.719, -0.487], [1.004, -1.309, 1.574], [0.398, 1.100, -2.409], [-0.128, 0.564, 2.667], [0.064, 0.114, 1.777], [-0.590, 1.705, 0.530], [0.653, -2.168, 2.560], [0.108, -0.094, -0.586], [-0.703, -0.345, -2.536], [-0.338, 0.433, -1.956], [-1.165, 1.072, -1.696]],
  "atomic_forces_ev_per_a": [[-2.4, 3.6, -0.5], [-0.7, 1.2, 0.4], [1.0, 0.2, 0.0], [0.1, -0.4, -0.3], [-0.5, 1.3, 2.4], [1.4, -1.9, -1.2], [0.9, -1.8, -0.3], [-0.3, -1.1, 0.6], [0.6, -1.5, -1.7], [-0.3, -1.3, -1.5], [0.8, 1.6, 2.5], [-0.6, 0.3, -0.2]],
  "lowdin_charge": [-0.32, 0.68, 0.62, 0.08, 0.03, -0.41, 0.14, -0.11, -0.68, 0.03, -0.13, 0.06]
}


No. 8
{
  "formula": "C4H6P2",
  "method": "ωB97M-V/def2-TZVPD",
  "gap_ev": 9.30,
  "energy_ev": -22817.480,
  "spin_multiplicity": 1,
  "e_above_lowest_kcal_mol": 81.1,
  "smiles": "C=CC1=CP1#[PH2]",
  "species": ["P", "C", "H", "H", "C", "H", "H", "H", "C", "C", "H", "P"],
  "coordinates": [[-1.940, -1.107, 0.389], [-0.777, -1.276, -0.982], [3.238, 0.638, 1.019], [1.107, 0.790, -0.091], [1.374, -0.183, 0.400], [-3.603, 0.150, -0.649], [3.080, -0.946, 1.462], [-0.663, -1.371, -1.993], [2.651, -0.174, 1.005], [-0.102, -0.988, 0.080], [-3.428, 1.187, 1.022], [-2.551, 0.955, -0.123]],
  "atomic_forces_ev_per_a": [[1.2, 0.0, 0.6], [0.1, -0.2, 1.6], [1.5, 3.3, -0.5], [0.4, -0.8, 0.6], [-0.1, 0.9, 0.0], [-0.2, 0.6, -0.5], [1.2, -3.5, 1.8], [0.1, -0.3, -2.3], [-7.3, -1.2, -3.0], [3.6, 1.3, 1.5], [0.6, -0.1, -0.4], [-1.2, -0.1, 0.7]],
  "lowdin_charge": [0.62, -0.39, 0.00, 0.07, -0.05, -0.18, -0.01, 0.04, 0.02, -0.43, -0.16, 0.45]
}


No. 9
{
  "formula": "C4H6P2",
  "method": "ωB97M-V/def2-TZVPD",
  "gap_ev": [6.66, 6.37],
  "energy_ev": -22818.839,
  "spin_multiplicity": 1,
  "e_above_lowest_kcal_mol": 49.7,
  "smiles": "C/C=C/C=P#P",
  "species": ["H", "H", "C", "H", "P", "P", "C", "C", "H", "C", "H", "H"],
  "coordinates": [[-1.941, 1.770, 0.563], [-1.932, 0.328, 1.591], [-1.784, 0.706, 0.570], [-0.852, -1.006, -1.254], [2.646, -0.703, 0.126], [3.580, 0.975, 0.586], [-0.329, 0.351, 0.295], [-0.039, -0.532, -0.645], [0.393, 0.742, 1.097], [1.257, -0.991, -0.981], [1.377, -1.786, -1.789], [-2.378, 0.146, -0.159]],
  "atomic_forces_ev_per_a": [[-0.3, 0.4, -0.1], [-0.6, 0.2, -0.2], [1.4, -1.2, 0.2], [0.6, 0.7, 0.6], [0.3, -0.1, -0.3], [-0.6, -0.5, -0.3], [-0.9, 1.9, 2.7], [0.6, -1.9, -2.0], [-0.7, -0.6, -1.7], [0.6, -0.5, -0.5], [-0.1, 1.1, 1.3], [-0.3, 0.5, 0.3]],
  "lowdin_charge": [0.06, 0.08, -0.09, 0.12, 0.33, 0.20, -0.19, -0.29, 0.10, -0.44, 0.06, 0.07]
}


No. 10
{
  "formula": "C4H6S",
  "method": "ωB97M-V/def2-TZVPD",
  "gap_ev": [8.09, 8.07],
  "energy_ev": -15075.130,
  "spin_multiplicity": 1,
  "e_above_lowest_kcal_mol": 107.5,
  "species": ["H", "H", "H", "H", "C", "H", "C", "H", "S", "C", "C"],
  "coordinates": [[-1.348, -1.257, 0.776], [1.595, -1.710, 0.668], [1.515, -1.611, -1.114], [-0.964, 2.515, -0.649], [1.475, -1.107, -0.182], [1.865, -0.028, -0.206], [-0.656, 0.933, 0.710], [0.052, 1.051, 1.498], [-1.564, 0.108, -1.316], [-0.861, -0.377, 0.227], [-1.110, 1.483, -0.412]],
  "atomic_forces_ev_per_a": [[1.0, 1.3, -0.7], [0.4, -0.4, 1.1], [-0.2, -0.3, -0.7], [-0.5, 0.5, -0.8], [-2.4, 3.5, 0.0], [-0.5, -2.0, 0.3], [0.7, -1.0, 0.1], [-0.1, 1.2, 0.6], [-0.5, -0.5, -1.1], [1.5, -5.8, 0.7], [0.7, 3.5, 0.6]],
  "lowdin_charge": [0.09, -0.03, -0.02, 0.07, 0.09, 0.05, -0.27, 0.10, 0.88, -0.48, -0.48]
}


No. 11
{
  "formula": "C4H6S",
  "method": "ωB97M-V/def2-TZVPD",
  "gap_ev": [7.77, 8.74],
  "energy_ev": -15073.241,
  "spin_multiplicity": 1,
  "e_above_lowest_kcal_mol": 151.1,
  "species": ["C", "S", "H", "C", "H", "H", "H", "H", "C", "C", "H"],
  "coordinates": [[-1.474, 0.511, -1.046], [1.839, -0.049, 1.590], [-1.594, 1.511, 0.889], [1.077, 0.086, -0.017], [-1.059, -0.205, 0.817], [0.551, -1.951, -0.591], [1.033, 1.066, -0.343], [2.271, -1.287, 1.303], [0.499, -0.905, -0.700], [-1.398, 0.629, 0.252], [-1.744, 0.595, -2.153]],
  "atomic_forces_ev_per_a": [[0.6, -1.3, -1.6], [0.5, -0.4, -0.5], [-0.6, -0.2, -0.6], [0.3, -2.8, -0.3], [0.2, -0.3, 0.5], [-0.3, -1.1, 0.1], [-0.3, 1.8, -0.5], [0.1, 0.0, 0.5], [0.4, 2.6, 0.1], [-1.4, 1.4, -0.1], [0.6, 0.4, 2.4]],
  "lowdin_charge": [0.06, 0.71, 0.08, -0.69, 0.03, 0.02, 0.02, -0.13, -0.01, -0.16, 0.08]
}


No. 12
{
  "formula": "C4H6S",
  "method": "ωB97M-V/def2-TZVPD",
  "gap_ev": 8.70,
  "energy_ev": -15078.455,
  "spin_multiplicity": 1,
  "e_above_lowest_kcal_mol": 30.9,
  "smiles": "S=CC1CC1",
  "species": ["H", "C", "H", "C", "H", "C", "H", "H", "C", "S", "H"],
  "coordinates": [[0.456, -0.028, -1.612], [1.446, -0.169, 0.174], [-0.854, -1.222, 0.927], [0.317, -0.022, -0.591], [-1.329, 1.559, -0.453], [-0.786, 0.841, 0.071], [-0.654, 1.086, 1.059], [1.158, -0.377, 1.226], [-0.987, -0.651, -0.039], [2.991, 0.057, -0.094], [-1.759, -1.075, -0.669]],
  "atomic_forces_ev_per_a": [[-0.1, 0.4, -2.2], [1.3, -0.3, 3.7], [-0.2, 0.7, -1.2], [-3.7, 0.0, 0.1], [-0.8, 0.7, -1.2], [0.3, -2.7, -0.8], [0.8, 0.9, 2.0], [0.3, 0.0, -0.3], [0.4, 0.0, 1.0], [1.2, 0.0, -0.8], [0.4, 0.1, -0.3]],
  "lowdin_charge": [0.11, -0.75, 0.12, -0.35, 0.09, -0.07, 0.07, 0.07, -0.09, 0.70, 0.10]
}